{
  "formula": "C35H40N13O9PSTa",
  "method": "the ωB97M-V functional and the def2-TZVPD basis",
  "elements": ["Ta", "N", "C", "C", "O", "O", "H", "H", "H", "H", "N", "P", "C", "C", "C", "C", "C", "C", "C", "C", "C", "C", "C", "C", "C", "C", "C", "C", "C", "N", "H", "H", "H", "H", "H", "H", "H", "H", "H", "H", "H", "H", "H", "H", "H", "C", "C", "N", "N", "C", "S", "N", "N", "H", "H", "H", "H", "H", "H", "C", "C", "N", "C", "N", "C", "C", "C", "N", "C", "H", "H", "H", "H", "H", "H", "H", "H", "H", "H", "H", "H", "H", "O", "N", "O", "C", "C", "C", "C", "O", "C", "C", "N", "O", "O", "N", "O", "O", "H", "H"],
  "coordinates": [[-0.16128, 0.31705, -0.26050], [-2.41673, 2.56358, -2.40479], [-3.49126, 2.19929, -1.47010], [-2.97730, 1.12416, -0.53134], [-3.59454, 0.19985, -0.08323], [-1.70103, 1.27140, -0.20324], [-2.18106, 3.54576, -2.30973], [-2.74056, 2.43998, -3.35900], [-4.39157, 1.83368, -1.96877], [-3.78745, 3.03740, -0.82673], [-1.43029, -1.35473, 2.49103], [-0.96818, 0.28500, 2.46872], [-0.35963, 0.46499, 4.19513], [0.95690, 0.79228, 4.49466], [1.35135, 0.94214, 5.81484], [0.43803, 0.76021, 6.84001], [-0.87571, 0.43208, 6.54343], [-1.28037, 0.29131, 5.22937], [-2.56541, 1.15295, 2.63730], [-2.55203, 2.53135, 2.84423], [-3.74249, 3.21755, 2.99705], [-4.94919, 2.53402, 2.94720], [-4.96363, 1.16410, 2.74336], [-3.77644, 0.46883, 2.59007], [-1.35692, -2.26686, 1.47727], [-1.89315, -3.55237, 1.67582], [-1.75953, -4.50687, 0.69781], [-1.05305, -4.17820, -0.46324], [-0.57038, -2.90235, -0.59558], [-0.73388, -1.93663, 0.33564], [-1.88507, -1.68726, 3.33875], [1.66311, 0.92806, 3.69091], [2.37294, 1.20091, 6.04811], [0.74746, 0.86980, 7.86645], [-1.59211, 0.29533, 7.33646], [-2.31423, 0.06582, 5.01154], [-1.60657, 3.05362, 2.91612], [-3.73248, 4.28209, 3.16487], [-5.87804, 3.06781, 3.07296], [-5.89750, 0.62641, 2.70079], [-3.80100, -0.59347, 2.40289], [-2.40834, -3.77349, 2.59774], [-2.17706, -5.49347, 0.82883], [-0.89605, -4.90974, -1.23983], [0.00042, -2.62117, -1.46982], [6.34765, 0.58736, -2.25839], [5.44798, -0.28747, -1.49477], [5.77906, -1.33666, -0.81745], [4.66377, -1.82064, -0.26474], [3.59536, -1.07723, -0.57818], [2.02563, -1.34702, 0.02632], [4.07359, -0.09305, -1.38756], [3.26914, 0.84071, -2.01791], [7.37258, 0.26882, -2.09512], [6.26032, 1.62613, -1.94441], [6.13317, 0.53621, -3.32616], [4.68611, -2.67614, 0.27752], [3.41584, 0.80185, -3.02737], [3.49321, 1.78532, -1.70681], [4.02103, 2.58569, 3.15852], [4.01234, 1.34262, 2.28130], [2.74564, 1.28596, 1.56498], [2.03125, 2.36596, 1.17790], [0.86864, 2.14770, 0.52486], [0.11874, 3.37013, 0.18515], [1.04185, 4.50972, -0.21665], [1.93376, 4.81278, 0.96616], [2.51396, 3.57534, 1.46415], [3.70760, 3.78287, 2.27796], [4.99507, 2.72013, 3.62725], [3.27198, 2.48815, 3.94500], [4.10997, 0.43633, 2.88202], [4.84814, 1.37638, 1.57136], [2.33370, 0.37205, 1.43133], [-0.48206, 3.66015, 1.05433], [-0.55050, 3.14521, -0.63941], [0.46431, 5.38995, -0.49047], [1.63528, 4.20552, -1.07769], [1.36437, 5.29059, 1.76991], [2.74717, 5.48376, 0.68011], [3.53272, 4.66136, 2.90300], [4.55744, 4.00008, 1.62123], [-0.90657, 1.61308, -7.99980], [-1.59467, 0.83940, -7.39853], [-2.50546, 0.17626, -7.80009], [-1.25485, 0.66552, -5.96177], [-0.27841, 1.46579, -5.38936], [0.08261, 1.25168, -4.06361], [-0.49008, 0.20454, -3.28746], [-0.00595, -0.13805, -2.13232], [-1.59369, -0.46734, -3.87940], [-1.95433, -0.26409, -5.20336], [-2.37586, -1.34079, -3.04097], [-3.12778, -2.11507, -3.54752], [-2.20982, -1.19808, -1.82904], [1.00100, 2.12259, -3.41528], [1.77478, 2.77832, -4.05847], [0.94015, 2.16145, -2.18083], [0.18775, 2.25731, -5.96809], [-2.77824, -0.81473, -5.65048]],
  "energy_ev": -96389.6858,
  "charge": 3,
  "lumo_ev": -9.5,
  "gap_ev": 6.58
}

=====

{
  "formula": "H6O3",
  "method": "the ωB97M-V functional and the def2-TZVPD basis",
  "elements": ["O", "H", "H", "O", "H", "H", "O", "H", "H"],
  "coordinates": [[-0.44344, -0.70989, -0.52356], [0.46356, -0.36489, -0.37656], [-0.78344, -0.83189, -1.40956], [2.39756, -0.24889, 0.11344], [1.92656, -0.02289, 1.00844], [2.55656, -1.14589, 0.24544], [-2.38344, 1.06611, 0.53544], [-1.95944, 1.92511, 0.32644], [-1.77444, 0.33311, 0.08044]],
  "energy_ev": -6239.4713,
  "de_lowest_kcal_mol": 18.0,
  "lumo_ev": 0.5,
  "gap_ev": 11.02,
  "smiles": "O.O.O"
}

=====

{
  "formula": "C20H61N5O8",
  "method": "the ωB97M-V functional and the def2-TZVPD basis",
  "elements": ["O", "H", "H", "O", "H", "H", "O", "H", "H", "C", "C", "C", "O", "C", "N", "H", "H", "H", "H", "H", "H", "H", "H", "H", "H", "H", "C", "C", "C", "O", "C", "N", "H", "H", "H", "H", "H", "H", "H", "H", "H", "H", "H", "C", "C", "C", "O", "C", "N", "H", "H", "H", "H", "H", "H", "H", "H", "H", "H", "H", "C", "C", "C", "O", "C", "N", "H", "H", "H", "H", "H", "H", "H", "H", "H", "H", "H", "C", "C", "C", "O", "C", "N", "H", "H", "H", "H", "H", "H", "H", "H", "H", "H", "H"],
  "coordinates": [[-0.95355, 1.30334, 1.10962], [-0.96038, 0.86796, 0.25720], [-1.63763, 1.96967, 1.04426], [-0.65896, 2.94405, -3.35632], [0.17706, 3.26626, -3.01943], [-0.54848, 1.99445, -3.40414], [-3.43469, 5.95005, -2.56419], [-3.39727, 5.78740, -1.62166], [-2.99442, 5.19560, -2.95559], [2.14311, -1.76298, -4.86403], [1.23385, -2.56810, -3.92916], [1.96624, -3.82506, -3.54968], [1.20519, -4.48195, -2.52190], [1.87739, -5.53828, -1.85760], [1.07926, -1.73348, -2.69828], [3.10301, -1.37768, -4.52017], [1.68711, -0.86731, -5.28586], [2.35809, -2.44183, -5.68928], [0.25984, -2.67654, -4.40629], [2.98016, -3.56288, -3.24747], [1.99477, -4.43244, -4.45433], [1.77577, -6.49851, -2.36329], [1.28749, -5.59138, -0.94256], [2.93312, -5.39092, -1.62995], [0.93206, -2.60408, -2.20789], [2.03567, -1.48348, -2.49121], [4.62104, 6.41618, 0.76564], [5.13904, 4.98458, 0.46724], [5.92159, 4.33727, 1.58350], [7.20647, 4.98319, 1.75757], [8.10666, 4.48153, 2.78462], [3.92575, 4.25378, 0.27839], [3.74651, 6.66196, 1.36806], [4.36751, 6.96868, -0.13910], [5.32262, 7.05385, 1.30347], [5.76507, 4.87803, -0.41867], [6.21436, 3.29756, 1.43723], [5.46679, 4.37682, 2.57329], [9.09661, 4.42585, 2.33186], [7.79220, 3.49340, 3.12051], [8.13756, 5.19313, 3.60970], [3.36124, 4.55189, 1.06106], [4.17746, 3.33906, 0.62485], [-6.33564, 4.77690, 1.67029], [-5.41601, 4.92109, 2.84734], [-5.08428, 3.60346, 3.53302], [-4.12594, 3.95361, 4.53698], [-3.43210, 2.82687, 5.16364], [-4.19138, 5.32128, 2.20222], [-6.56715, 5.75075, 1.23887], [-7.21929, 4.26263, 2.04816], [-5.93680, 4.23932, 0.81003], [-5.63034, 5.76694, 3.50057], [-4.60901, 2.95731, 2.79498], [-5.91537, 3.03362, 3.94854], [-2.88553, 3.18282, 6.03695], [-2.72872, 2.36023, 4.47400], [-4.16501, 2.18216, 5.64872], [-3.48497, 5.14695, 2.90272], [-4.07364, 6.32236, 2.26609], [-5.68838, -5.88722, -5.18852], [-6.53636, -6.07329, -4.10739], [-7.00389, -4.82452, -3.33433], [-5.88035, -4.05625, -2.74230], [-6.22289, -2.83980, -2.07584], [-7.66687, -6.92364, -4.37234], [-5.03742, -5.06614, -4.88824], [-6.32994, -5.45033, -5.95379], [-5.17649, -6.79936, -5.49522], [-5.93197, -6.65627, -3.41245], [-7.69976, -5.15529, -2.56333], [-7.65464, -4.24685, -3.99078], [-5.41441, -2.38063, -1.50696], [-7.14228, -2.96816, -1.50459], [-6.44058, -2.15524, -2.89566], [-8.23417, -7.27315, -3.61333], [-7.28105, -7.67688, -4.92359], [4.14354, -3.18182, 5.04523], [4.55167, -2.26690, 3.86582], [4.22857, -2.67394, 2.42442], [4.68840, -1.76018, 1.41426], [5.97501, -2.12306, 0.94478], [3.82803, -1.03421, 4.19624], [4.51822, -4.16203, 4.75041], [3.05556, -3.23785, 5.00987], [4.63609, -2.87116, 5.96663], [5.63688, -2.18365, 3.92493], [3.14454, -2.72759, 2.32385], [4.46610, -3.73121, 2.30670], [5.90439, -3.14149, 0.56278], [6.69376, -2.08707, 1.76344], [6.30390, -1.42481, 0.17513], [2.91114, -0.94972, 3.78118], [3.64460, -0.75706, 5.14999]],
  "energy_ev": -45552.6566,
  "de_lowest_kcal_mol": 122.0,
  "lumo_ev": 0.4,
  "gap_ev": 9.11,
  "smiles": "COC[C@H](C)N.COC[C@H](C)N.COC[C@H](C)N.COC[C@H](C)N.COC[C@H](C)N.O.O.O"
}

=====

{
  "formula": "C19H17IN2O3PdSTe",
  "method": "the ωB97M-V functional and the def2-TZVPD basis",
  "elements": ["Pd", "O", "C", "N", "S", "O", "O", "C", "C", "C", "C", "C", "C", "H", "H", "H", "H", "Te", "C", "C", "C", "C", "C", "C", "H", "H", "H", "H", "H", "C", "C", "C", "C", "C", "C", "N", "H", "H", "H", "H", "H", "H", "H", "H", "I"],
  "coordinates": [[0.07466, 0.23638, -0.46351], [2.51978, 1.90362, -2.08908], [2.84498, 0.97837, -1.38180], [2.07673, -0.14172, -1.10422], [2.78945, -1.11174, 0.00216], [3.14186, -2.41074, -0.51036], [2.10532, -1.09963, 1.26908], [4.29365, -0.16872, 0.13082], [5.44175, -0.43036, 0.85345], [6.50368, 0.45266, 0.71991], [6.40076, 1.55766, -0.12038], [5.23536, 1.79893, -0.83676], [4.18394, 0.91756, -0.69912], [5.50157, -1.29174, 1.50692], [7.41900, 0.28394, 1.27479], [7.24131, 2.23563, -0.21161], [5.12735, 2.65848, -1.48678], [0.94656, 1.93082, 1.29714], [0.36632, 3.84531, 0.59738], [0.11553, 4.89451, 1.48354], [-0.21773, 6.16327, 1.02140], [-0.31482, 6.40839, -0.34224], [-0.07099, 5.36995, -1.23540], [0.26639, 4.10462, -0.77353], [0.17891, 4.71024, 2.55093], [-0.41297, 6.96076, 1.73119], [-0.57845, 7.39574, -0.70493], [-0.14072, 5.54864, -2.30285], [0.47663, 3.30636, -1.47552], [-2.37979, 1.56002, -2.22820], [-2.79119, 1.05271, -0.87963], [-4.05156, 0.93259, -0.32819], [-3.88069, 0.32800, 0.94704], [-2.52656, 0.10845, 1.11127], [-1.79501, -0.50930, 2.25970], [-1.87178, 0.55925, 0.00127], [-2.62729, 0.84211, -3.01545], [-1.30055, 1.70592, -2.25472], [-2.85937, 2.51416, -2.46606], [-4.98010, 1.24714, -0.78613], [-4.65524, 0.07391, 1.65945], [-2.46663, -1.14741, 2.84021], [-1.37261, 0.24724, 2.92610], [-0.96522, -1.11912, 1.89903], [-0.66281, -2.05358, -1.65580]],
  "energy_ev": -58813.7939,
  "de_lowest_kcal_mol": 0.0,
  "charge": -2,
  "lumo_ev": 4.4,
  "gap_ev": 5.64
}

=====

{
  "formula": "C44H55N11O4SiSr",
  "method": "the ωB97M-V functional and the def2-TZVPD basis",
  "elements": ["Sr", "O", "C", "O", "C", "C", "C", "C", "C", "C", "N", "C", "C", "C", "C", "C", "C", "N", "H", "H", "H", "H", "H", "H", "H", "H", "H", "H", "C", "O", "C", "C", "C", "C", "C", "C", "N", "N", "C", "C", "C", "C", "O", "C", "N", "C", "C", "C", "C", "H", "H", "H", "H", "H", "H", "H", "H", "H", "H", "H", "H", "C", "C", "N", "C", "C", "N", "C", "C", "H", "H", "H", "H", "H", "H", "H", "H", "H", "H", "H", "H", "C", "Si", "C", "C", "H", "H", "H", "H", "H", "H", "H", "H", "H", "C", "N", "C", "N", "C", "N", "C", "N", "C", "C", "H", "H", "H", "H", "H", "H", "H", "H", "H", "H", "H", "H"],
  "coordinates": [[-1.64845, -0.45191, -1.51760], [2.84622, 1.13947, 5.34048], [1.70991, 1.81927, 5.13602], [1.47176, 2.87903, 5.59889], [0.73203, 1.25381, 4.13988], [-0.23937, 2.16990, 3.68508], [-1.11152, 1.81963, 2.63927], [-1.13022, 0.48692, 2.20319], [-0.24505, -0.47784, 2.76505], [0.63585, -0.06925, 3.70645], [-2.13922, 0.00307, 1.26347], [-3.33380, 0.22491, 1.64200], [-4.56452, 0.03695, 0.93468], [-5.66222, 0.54359, 1.66768], [-6.98388, 0.39785, 1.14649], [-7.06805, -0.29324, -0.02265], [-5.91728, -0.74718, -0.70270], [-4.72546, -0.64189, -0.22988], [2.84653, 0.38905, 4.79642], [-0.27575, 3.18877, 4.02259], [-1.70923, 2.58692, 2.21306], [-0.28090, -1.43781, 2.35692], [1.40602, -0.78537, 4.00000], [-3.44900, 0.54772, 2.65779], [-5.49469, 1.21023, 2.53404], [-7.87084, 0.65993, 1.64657], [-8.04302, -0.72053, -0.32339], [-6.00590, -1.21256, -1.68270], [8.70731, 2.73066, 7.53305], [8.51038, 3.41881, 6.25364], [7.63294, 2.78240, 5.37549], [6.89856, 1.67124, 5.71509], [5.96498, 1.12638, 4.80321], [5.88358, 1.69682, 3.55299], [6.58370, 2.78066, 3.25517], [7.45444, 3.39015, 4.11977], [4.99820, 1.23929, 2.51584], [4.43579, 0.17399, 2.70635], [3.61585, -0.21478, 1.66348], [3.32345, -1.57938, 1.64928], [2.28153, -2.22150, 0.84439], [1.37678, -1.38979, 0.15399], [0.32334, -1.74883, -0.52409], [1.66145, 0.04388, 0.13389], [0.63777, 0.80328, -0.46699], [0.84022, 2.10368, -0.47570], [1.91399, 2.83293, 0.04038], [2.80697, 2.14658, 0.83154], [2.73606, 0.65011, 0.87758], [9.50028, 3.18479, 8.07926], [8.75264, 1.65770, 7.47566], [7.85034, 2.88039, 8.19422], [6.85992, 1.30214, 6.73268], [5.38663, 0.25706, 5.08053], [6.48747, 3.30443, 2.31900], [7.97040, 4.28290, 3.97210], [3.90052, -2.20362, 2.27278], [2.21863, -3.24280, 0.81981], [-0.00369, 2.71763, -0.86782], [1.84636, 3.88173, -0.03655], [3.67743, 2.62646, 1.29797], [-0.53051, -1.01896, -5.01088], [0.11609, -0.31599, -6.17370], [1.27175, 0.49648, -5.70376], [0.78843, 1.63295, -4.94776], [-0.05016, 1.10065, -3.75384], [-0.14595, -0.39840, -3.76025], [1.27184, -0.82931, -3.58066], [2.07323, -0.35097, -4.84684], [-0.13935, -1.97491, -4.87260], [-1.60652, -1.00294, -5.12841], [-0.56263, 0.40166, -6.64134], [0.43587, -1.06938, -6.90864], [0.11345, 2.22678, -5.57667], [1.61126, 2.29426, -4.67775], [-1.09942, 1.42320, -3.85831], [0.28725, 1.34586, -2.79276], [1.34600, -1.91937, -3.52960], [1.58880, -0.38977, -2.61561], [2.35014, -1.27206, -5.39776], [2.99376, 0.12848, -4.62154], [-4.97477, 2.55260, -2.87677], [-3.26195, 2.40067, -2.15675], [-3.27261, 3.62223, -0.70425], [-2.17958, 3.46456, -3.45065], [-5.14541, 3.65613, -3.11553], [-5.78958, 2.15154, -2.29894], [-5.06705, 2.02325, -3.86397], [-3.79784, 3.07072, 0.03894], [-3.72977, 4.63962, -0.73441], [-2.26073, 3.63387, -0.37758], [-2.53897, 4.52398, -3.23227], [-2.44420, 3.20181, -4.43355], [-1.08800, 3.61860, -3.31544], [-1.08025, -3.95504, -2.15798], [-2.32297, -3.11015, -2.02436], [-2.65271, -3.20395, -0.51663], [-2.76974, -4.53884, -0.05674], [-1.45155, -5.24632, -0.25483], [-1.18020, -5.27703, -1.66537], [-2.22535, -5.94528, -2.38907], [-3.47942, -5.26081, -2.24089], [-3.39666, -3.91923, -2.75229], [-3.79125, -5.23473, -0.82069], [-0.21116, -3.45531, -1.66238], [-0.87458, -3.95273, -3.20118], [-3.54104, -2.71855, -0.34655], [-1.89814, -2.62052, 0.04745], [-1.55774, -6.23826, 0.20161], [-0.60565, -4.68680, 0.24771], [-2.30900, -6.97079, -2.04708], [-1.96155, -6.01844, -3.42320], [-4.35953, -3.48455, -2.53135], [-3.10960, -3.85561, -3.76627], [-3.86178, -6.26837, -0.51278], [-4.70715, -4.71142, -0.72228]],
  "energy_ev": -79811.9429,
  "de_lowest_kcal_mol": 46.9,
  "lumo_ev": -0.8,
  "gap_ev": 5.23
}